Computed, not measured: a 13-piece molecular cluster, C39H104O13 overall in a non-equilibrium geometry, with ωB97M-V/def2-TZVPD.

Summary:
Spin multiplicity ... 1
ΔE to the lowest compared entry with this formula, charge and spin ... 2.46 kcal/mol
Largest force on an atom ... 1.789 eV Å⁻¹
Gap between HOMO and LUMO ... 9.96 eV
Molecular weight ... 781.25 g/mol
Net charge ... 0

The geometry in XYZ format:
```
156
C39H104O13 | the OMol25 dataset | ωB97M-V/def2-TZVPD
H 0.236 0.795 5.858
H -0.848 -1.861 -6.537
H -5.213 0.875 -1.711
H -3.441 -1.719 -2.111
O -2.993 2.419 2.118
O 2.562 1.858 -6.773
C 0.131 0.622 -1.396
C -4.437 -3.464 -1.324
H -3.837 1.587 -7.083
H -5.074 1.424 1.283
H -1.125 4.287 4.858
C 4.320 0.458 -1.673
C 2.243 1.496 -5.430
H -0.148 -3.687 -3.170
H 5.645 -4.004 2.980
H 1.630 4.016 2.360
C -1.250 -3.652 1.770
C 1.006 0.653 -5.457
H -0.132 3.850 2.612
H -2.251 -3.242 -4.172
H 3.773 -2.480 -3.461
H -3.532 2.935 -4.807
H -1.158 -1.396 -3.149
C -1.410 -2.711 -4.638
H -0.071 4.378 6.270
H 1.762 0.142 7.781
C -0.512 -4.383 0.656
H -3.186 1.402 0.217
H 3.613 3.719 3.696
H -0.250 -2.575 -0.531
H 4.757 -3.883 4.588
H 6.935 1.682 2.559
H -2.884 3.353 2.329
C -0.107 -3.362 -4.211
H 2.771 -0.045 4.954
O -4.492 -4.090 -2.583
C 2.072 2.713 -4.524
O -0.969 -0.263 -1.496
H 1.327 1.440 0.283
H 5.158 -1.140 4.976
H -3.168 3.222 4.536
H 3.618 -2.262 -1.772
C 6.463 2.668 2.628
H -0.270 0.964 0.659
H 6.552 3.153 1.652
C -1.551 -2.588 -6.131
H -5.269 1.260 -5.041
H 2.770 -1.514 2.662
H 6.535 -0.446 -2.523
H -1.252 -4.903 0.035
O 4.532 3.842 3.399
H -4.853 -3.470 -3.225
H 1.175 -0.266 -6.026
H 1.154 -3.078 0.416
H 3.185 2.591 -6.767
C -5.034 2.873 -0.967
O 4.324 -1.307 4.520
C 0.999 4.190 4.425
C -0.204 3.896 5.301
C -0.259 2.024 -1.863
H 1.956 2.673 5.261
H -5.886 -2.521 0.022
H -1.240 2.315 -1.482
C 0.861 3.614 3.014
C -2.521 1.648 3.244
H 2.004 -1.421 7.029
H -2.922 1.679 5.402
H 4.562 -0.014 -0.720
H 3.618 -2.734 1.641
C 0.507 -1.015 4.782
H -3.526 1.976 -3.314
C 5.008 2.535 3.042
H 0.747 -3.975 -1.039
C 1.288 -0.606 7.144
H 0.479 -0.571 3.786
H -6.054 3.093 -1.298
O -4.144 -0.321 -4.344
H 0.960 -0.310 0.414
H -3.823 0.023 2.770
H 0.147 1.166 -5.890
C -3.336 1.944 -4.388
H 4.566 1.077 1.462
H -4.363 3.282 -1.722
H -4.386 -0.102 -6.928
C 1.006 0.018 5.788
H 0.358 -0.931 7.610
C -4.239 0.907 -5.063
H 1.237 3.373 -4.780
H -6.588 -3.439 -1.368
H 4.890 1.379 -1.819
H -2.550 -2.227 -6.389
O 5.881 -1.145 -2.614
O 2.195 0.669 5.286
H -0.343 2.830 5.492
H -2.720 0.357 -6.479
H 2.967 3.337 -4.645
H 2.811 -3.192 3.176
C -3.332 -2.443 -1.297
H -4.885 3.389 -0.016
H -1.773 -4.413 2.359
H 1.937 2.417 -3.487
H -4.326 -4.186 -0.514
C -4.827 1.372 -0.822
C 0.599 0.652 0.057
H -3.247 -1.892 -0.357
H -6.592 1.127 0.408
H 0.939 0.272 -2.046
O 0.452 -5.286 1.233
O 2.161 3.611 5.076
H -2.516 -0.405 3.822
C 0.323 -3.440 -0.189
H 0.772 -2.760 -4.445
H 3.139 1.622 2.253
C -3.274 2.138 4.478
H 3.268 0.761 -1.618
H 1.227 5.253 4.345
C 3.559 -1.707 -2.714
H 3.092 0.940 -5.009
H -1.426 -3.570 -6.585
H -2.225 -0.130 2.039
H -0.469 -1.393 5.088
H 6.335 -3.141 4.320
C -2.753 0.186 2.938
H 4.040 2.704 1.160
H -0.579 -3.117 2.445
C 4.135 1.954 1.954
H -4.331 1.906 4.328
H 4.445 -0.087 -3.764
H 0.727 0.333 -4.450
H 2.549 -1.335 -2.878
O -3.422 1.111 -0.680
C -5.523 0.893 0.447
C 3.376 -2.421 2.651
H 0.912 2.522 3.059
H 4.972 1.925 3.960
H -3.213 -0.608 -4.409
C 4.577 -0.578 -2.789
H 1.191 -1.870 4.766
H -5.463 -0.189 0.564
C 4.662 -2.124 3.389
H 5.313 -1.547 2.721
H -5.864 -1.829 -1.573
H 0.510 2.777 -1.694
C -5.786 -2.782 -1.033
C -3.763 0.676 -6.486
H -2.286 1.678 -4.524
O -1.493 -1.369 -4.058
H 7.021 3.231 3.374
H -1.750 0.196 -1.153
H 0.040 -4.295 -4.775
H -0.381 2.004 -2.953
H -1.442 1.799 3.403
C 5.380 -3.393 3.841
H -2.351 -2.903 -1.466
H 0.099 -5.709 2.022
H -1.926 -2.893 1.372
```

=====

Computed, not measured: C17H19BCaN6O2 as an isolated structure in a non-equilibrium geometry, with ωB97M-V/def2-TZVPD.

Summary:
Spin multiplicity ... 1
ΔE to the lowest compared entry with this formula, charge and spin ... 176.54 kcal/mol
Largest force on an atom ... 11.866 eV Å⁻¹
Gap between HOMO and LUMO (alpha / beta) ... 6.22 / 5.99 eV
Molecular weight ... 390.27 g/mol
Net charge ... 0

The geometry in XYZ format:
```
46
C17H19BCaN6O2 | the OMol25 dataset | ωB97M-V/def2-TZVPD
C -0.122 -0.011 2.180
C -2.536 -0.685 -2.540
C 0.438 -1.341 5.756
H -0.418 -0.534 7.580
N 1.688 -0.301 -2.643
O -0.729 1.053 1.750
C -1.483 0.095 -4.452
C -2.679 -0.468 -3.946
C -1.293 -2.592 -0.372
H 3.307 -0.286 -3.969
H 2.382 -2.351 -0.265
H -2.565 0.851 0.053
H 4.305 -2.176 -2.240
C -1.019 0.622 5.846
C -0.340 -0.429 6.494
C 0.250 2.806 -0.284
N -0.617 0.184 -3.391
N 0.206 1.685 -0.933
H -0.098 2.826 0.806
C 2.379 -1.755 -1.190
H -3.547 -0.695 -4.497
H 0.976 -2.154 6.260
H 1.127 -1.886 3.760
B 0.835 0.822 -3.220
H -1.429 1.549 3.923
C 3.371 -1.657 -2.171
Ca -0.929 -0.815 -0.153
C 0.718 3.851 -1.040
H 0.848 4.888 -0.792
H -2.195 -2.524 0.382
C 2.900 -0.705 -3.083
H 1.162 1.198 -4.296
H -0.308 -3.051 -0.041
H -1.134 0.430 -5.317
N -1.299 -0.332 -2.207
N 1.341 -0.957 -1.481
H -1.619 1.349 6.405
N 0.684 1.949 -2.193
H -1.768 -2.776 -1.303
H 1.411 3.647 -3.199
H -3.197 -1.069 -1.748
C -0.148 -0.159 3.707
C 1.023 3.274 -2.314
C 0.529 -1.204 4.364
O 0.508 -0.909 1.556
C -0.917 0.741 4.456
```

=====

Computed, not measured: C3H5Br3O as an isolated structure in a non-equilibrium geometry, with ωB97M-V/def2-TZVPD.

Summary:
Spin multiplicity ... 1
ΔE to the lowest compared entry with this formula, charge and spin ... 28.50 kcal/mol
Largest force on an atom ... 4.503 eV Å⁻¹
Gap between HOMO and LUMO ... 9.33 eV
Molecular weight ... 296.78 g/mol
Net charge ... 0

The geometry in XYZ format:
```
12
C3H5Br3O | the OMol25 dataset | ωB97M-V/def2-TZVPD
H 1.301 -0.801 1.546
C 0.730 0.319 -0.131
H 1.735 0.997 1.575
Br -2.335 1.305 -0.899
H -0.791 -0.614 -2.492
C 0.952 0.298 1.376
H 0.593 1.312 -0.544
O -1.162 -1.013 -1.697
H 0.069 0.529 2.059
C -1.222 -0.259 -0.651
Br 1.992 -0.773 -1.076
Br -1.863 -1.299 0.934
```

=====

Computed, not measured: C36H37IrN10O3S2 as an isolated structure, with ωB97M-V/def2-TZVPD.

Summary:
Spin multiplicity ... 2
ΔE to the lowest compared entry with this formula, charge and spin ... 0.00 kcal/mol
Largest force on an atom ... 0.816 eV Å⁻¹
Gap between HOMO and LUMO (alpha / beta) ... 7.10 / 5.66 eV
Molecular weight ... 914.11 g/mol
Net charge ... +1

The geometry in XYZ format:
```
89
C36H37IrN10O3S2 | the OMol25 dataset | ωB97M-V/def2-TZVPD
C -0.121 1.663 3.260
C 0.615 4.865 -3.255
C -3.728 2.559 1.688
H -4.991 4.359 1.356
C -6.276 -2.161 2.292
H -3.409 4.570 -0.851
H 0.005 -1.415 3.478
H -1.595 -5.502 -3.120
H 0.558 -4.108 0.191
C -1.009 1.325 -1.378
C -0.067 -1.967 2.558
H 3.477 -0.311 -2.838
C 0.585 -3.149 2.199
H -7.150 -2.647 2.723
C 0.448 2.362 -3.016
H -1.291 -4.368 -0.945
N 1.958 -0.562 0.825
N 4.226 -0.492 1.540
S -3.751 -0.821 1.235
H -3.295 -5.049 -3.195
C 2.341 -0.860 -0.425
C -1.241 1.030 3.979
H 2.712 1.595 -1.417
H 2.972 -3.397 0.267
H -1.263 4.714 -1.318
H 1.557 5.114 -2.762
O 2.528 -0.244 2.994
H -2.660 -2.172 -4.339
C -2.248 -2.197 -3.339
C 0.019 3.634 -2.639
O 5.977 -0.537 0.122
Ir -1.723 0.271 1.314
H 0.794 2.504 4.989
S -5.320 -1.601 3.711
C 2.853 -0.445 1.825
H 4.853 -0.346 2.318
H -0.048 5.724 -3.162
H 4.703 -3.296 0.597
N -3.133 -0.290 3.848
C -4.182 3.719 1.055
H 4.358 1.793 -0.780
C 1.889 2.939 3.178
H 0.377 0.262 -2.606
H 4.105 -4.446 -0.592
C -0.940 3.732 -1.636
C 0.924 1.970 1.220
H -6.601 -1.325 1.678
N -2.508 2.819 -0.066
N -1.379 0.185 -0.679
C 3.816 -0.955 -0.830
C -1.468 2.609 -1.018
C -3.392 3.846 -0.057
N -2.071 0.352 3.266
C 0.247 -3.354 0.891
C -1.223 -2.248 -0.747
H 4.022 2.128 -2.474
N -0.584 -2.355 0.507
C 4.104 -2.400 -1.293
C 3.774 1.466 -1.644
C 4.084 0.013 -1.992
C -1.507 -1.008 -1.358
C -2.282 -4.716 -3.430
H 0.832 4.707 -4.311
O 1.500 -1.043 -1.320
C 4.782 -0.636 0.296
H 1.212 2.257 -3.776
N -2.722 2.029 1.009
C 0.846 2.391 3.915
H -4.089 2.071 2.579
C -2.021 -1.020 -2.667
H 0.950 1.750 0.165
H 5.115 -2.421 -1.704
H -5.718 -2.880 1.698
C -0.044 1.235 -2.395
H -2.214 -4.602 -4.511
C -3.944 -0.846 2.979
H 3.406 -2.612 -2.105
N -0.769 -1.502 1.538
N -0.094 1.474 1.913
C 3.963 -3.442 -0.191
H 2.732 3.106 1.203
C -1.481 -3.423 -1.434
H -2.276 -0.075 -3.127
H -1.379 1.115 5.050
H 2.667 3.507 3.669
C -1.985 -3.423 -2.730
H 1.250 -3.736 2.806
C 1.926 2.728 1.815
H 5.134 -0.085 -2.268
```

=====

Computed, not measured: C18H21CsN2OS2 as an isolated structure in a non-equilibrium geometry, with ωB97M-V/def2-TZVPD.

Summary:
Spin multiplicity ... 1
ΔE to the lowest compared entry with this formula, charge and spin ... 8.19 kcal/mol
Largest force on an atom ... 1.738 eV Å⁻¹
Gap between HOMO and LUMO ... 4.95 eV
Molecular weight ... 478.42 g/mol
Net charge ... -2

The geometry in XYZ format:
```
45
C18H21CsN2OS2 | the OMol25 dataset | ωB97M-V/def2-TZVPD
C 1.820 0.687 5.698
S 3.245 -0.107 1.426
H -1.119 -0.213 3.347
H 0.617 -3.018 1.725
C -0.799 -1.204 3.023
C 2.678 0.144 3.049
C -3.632 1.552 1.704
H 3.670 1.768 5.888
H -0.983 -1.894 3.869
Cs 0.260 0.778 -0.753
H 2.431 1.147 -4.626
H -3.532 -1.392 3.433
S -2.999 2.404 0.333
H 1.174 -3.045 3.414
C 3.038 1.166 5.243
C -5.075 1.590 3.686
H 2.526 -0.621 -4.294
H -2.184 -1.297 -0.709
C -3.822 -0.379 3.180
N 0.608 -1.140 2.677
C 1.434 -0.353 3.536
C -3.279 0.217 2.048
H -0.991 -1.996 1.039
H 1.475 0.901 6.704
H -3.744 -1.629 0.072
C 1.873 0.207 -4.609
C -4.710 0.291 4.012
H -2.337 -2.446 2.071
H 2.204 -2.351 2.112
H 4.392 1.281 3.589
C -4.548 2.191 2.559
C 1.183 -2.462 2.475
C 0.654 0.367 -3.666
O 0.469 -0.611 -2.928
H -3.362 0.017 -0.532
H -4.819 3.210 2.309
H -5.101 -0.196 4.898
C -1.653 -1.611 1.817
H 0.087 -0.461 5.191
C 1.037 -0.077 4.840
H 1.522 0.023 -5.631
H -5.762 2.146 4.316
N -2.361 -0.496 1.222
C 3.449 0.892 3.951
C -2.949 -0.871 -0.054
```

=====

- Number 5 is which compound?
  C18H21CsN2OS2

=====

- Which of these has the lowest ΔE to the lowest compared entry with this formula, charge and spin?
  C36H37IrN10O3S2

=====

- What is the formula in the second record?
  C17H19BCaN6O2

=====

- What is the formula in the fifth record?
  C18H21CsN2OS2